DFT (wB97M-V/def2-TZVPD) results for a molecular structure, C32H27IrN8O7S2.

XYZ file:
```
77
Properties=species:S:1:pos:R:3
N -2.13166 1.19076 1.93713
N -1.52109 -0.81111 -2.11040
H 2.86003 -3.00758 2.33477
C 1.00937 -1.01656 -1.73967
C -3.54197 3.92840 -0.03893
C -1.80930 -0.58946 -3.43191
C 2.44949 -2.69481 4.68483
N -0.25139 4.08018 -1.68285
H -0.65339 -2.10772 2.06512
H 3.03669 1.22724 -3.48812
H 4.37795 -2.48404 0.80371
O -1.04173 1.00778 2.50223
O -3.13506 0.59955 2.24142
H 2.34096 -3.66750 4.23361
H -3.40735 -2.03828 -3.52190
H -0.81478 1.29675 -6.07478
C -0.14993 -1.91161 3.00809
C -2.47134 4.33909 -0.81635
C -1.28613 3.65727 -0.72830
C 2.22570 0.53141 -0.33237
C 1.81869 -2.89960 2.05134
C -3.41802 2.86127 0.81743
O 0.13998 2.08024 0.20635
H 2.49808 2.44343 -1.22795
H -0.27258 -2.77252 3.67368
O 0.31777 3.21003 -2.31093
S 1.38499 1.18502 4.14724
H -0.28840 0.91997 -3.72031
H 4.44517 -0.92836 -0.03500
N -0.62273 -0.52373 -0.01051
C -2.40549 -0.14001 -6.13639
H 1.29607 -3.79031 2.41438
C -1.07971 0.34739 -4.18264
S 2.46829 1.50679 2.41878
C 3.19442 -1.42656 6.57767
C -2.18900 2.23729 0.93625
C 1.77143 -2.92680 0.53150
O -5.74691 4.19973 0.51838
H -2.27025 -1.47224 1.00745
H -0.58186 -1.02876 3.47146
O -0.13095 5.27109 -1.87383
H 3.42118 -3.55056 6.38354
C 2.06846 -0.33184 4.73084
C 2.69389 -0.28867 5.97405
H 2.77495 0.67249 6.46404
C -2.70676 0.08451 -7.51956
H -3.92987 -1.62794 -5.87455
N -4.82378 4.62779 -0.14292
H 1.71911 -0.80865 -3.85475
C -2.84403 -1.29699 -4.06933
C 3.85605 -1.54207 0.64096
N 1.29217 -1.68647 2.73409
H 3.74742 -1.00884 1.59185
C 1.91002 -0.82269 -0.56553
C -0.36117 -0.28849 -1.42177
H 0.75715 -2.82848 0.14650
C -3.13499 -1.07139 -5.39647
C 3.05999 -2.63815 5.92828
C 2.49196 1.36846 -1.32876
H -2.57185 5.17078 -1.49845
C -1.37881 0.56476 -5.51200
H 3.67816 -1.36563 7.54298
Ir 0.83500 0.45953 1.15389
C 1.96282 -1.55200 4.04519
H -3.30651 -1.86492 -1.40350
C 2.53715 0.73394 -2.66514
C -1.03414 2.58654 0.18093
O -4.87284 5.59148 -0.87759
C -2.37965 -1.39258 -1.14245
H -4.25482 2.52901 1.41304
N -2.94850 0.26426 -8.62938
H -0.19263 0.77042 -1.65333
C -1.83767 -1.17729 0.06533
H 0.80254 -2.07076 -1.92126
H 2.17589 -3.89291 0.21731
C 1.80924 -0.37374 -2.86788
N 2.57088 -1.82602 0.01207
```

## Properties
F_max: 0.0105 hartree/bohr
2S+1: 1
frontier orbital gap: 5.03 eV
HOMO: -6.7 eV
electronic energy: -3100.66053 hartree
energy relative to the best compared isomer or geometry (same formula, charge and spin): 142.9 kcal per mole

Löwdin population analysis, charges in e, atoms 1 to 5: atom 1 (N): -0.3048, atom 2 (N): -0.0051, atom 3 (H): 0.1008, atom 4 (C): -0.1304, atom 5 (C): -0.1231